Record 1
{"formula": "C24H21N6O4OsS", "method": "ωB97M-V/def2-TZVPD", "charge": 1, "relative_energy_ev": 1.341, "e_homo_ev": [-10.852, -10.930], "gap_ev": [6.62, 6.53], "species": ["Os", "C", "C", "N", "N", "C", "N", "S", "C", "C", "C", "C", "C", "N", "H", "H", "H", "H", "H", "H", "H", "H", "H", "C", "C", "N", "C", "C", "N", "C", "O", "O", "C", "O", "O", "H", "H", "H", "H", "H", "C", "C", "C", "C", "C", "C", "C", "C", "C", "C", "H", "H", "H", "H", "H", "H", "H"], "positions_angstrom": [[-0.170952, -0.739803, -0.187183], [1.862454, 2.604256, -1.894194], [1.483420, 1.345472, -1.194176], [0.232975, 1.138752, -0.803737], [-0.598123, 2.177551, -1.002382], [-1.803866, 2.247490, -0.567184], [-2.552860, 3.311733, -0.906831], [-2.701598, 1.141920, 0.552268], [2.411153, 0.308022, -0.852721], [3.784649, 0.351812, -1.122266], [4.606557, -0.660191, -0.684227], [4.059850, -1.717471, 0.039373], [2.698548, -1.732007, 0.253073], [1.889139, -0.767750, -0.191896], [1.048457, 2.931853, -2.535389], [2.757983, 2.465017, -2.494166], [2.052450, 3.403587, -1.173902], [-2.092446, 4.092848, -1.349127], [-3.417005, 3.486767, -0.422749], [4.195536, 1.189822, -1.665419], [5.667336, -0.636590, -0.891941], [4.680711, -2.508181, 0.433206], [2.239585, -2.542853, 0.801915], [-0.001354, 1.746284, 3.033092], [0.084915, 0.265711, 3.098175], [-0.132393, -0.563620, 2.095128], [0.020979, -1.845317, 2.577516], [0.325918, -1.780522, 3.907025], [0.362933, -0.445321, 4.205998], [0.650600, -2.776434, 4.968494], [0.603309, -4.035180, 4.621542], [0.941824, -2.371250, 6.066596], [-0.168452, -3.012653, 1.671836], [-0.120904, -4.157721, 2.116270], [-0.361144, -2.690116, 0.451729], [0.131721, 2.076030, 2.004738], [0.760555, 2.209016, 3.659176], [-0.980987, 2.086912, 3.372183], [0.572385, -0.105578, 5.134659], [0.285075, -4.172601, 3.682687], [-4.250094, -3.849373, 1.647775], [-4.211263, -2.625300, 2.331499], [-3.650534, -1.517621, 1.747192], [-3.111337, -1.589861, 0.450197], [-2.507124, -0.463926, -0.205763], [-2.010265, -0.579532, -1.519456], [-2.099388, -1.836794, -2.193370], [-2.663058, -2.910415, -1.578911], [-3.172847, -2.820453, -0.254308], [-3.748636, -3.939523, 0.376437], [-4.669157, -4.720452, 2.132241], [-4.621968, -2.560334, 3.330234], [-3.617916, -0.577229, 2.283957], [-1.873616, 0.310871, -2.121146], [-1.744641, -1.904646, -3.213048], [-2.758549, -3.853887, -2.100905], [-3.767038, -4.880922, -0.157715]], "forces_ev_per_a": [[-0.546, 0.343, 1.619], [0.284, 0.024, 0.045], [-1.570, 0.846, -0.039], [1.106, -0.590, -0.089], [-0.105, 1.096, -0.728], [-0.182, -0.911, 0.531], [0.117, 0.231, 0.143], [-0.209, 0.345, -0.111], [0.979, -1.077, 0.282], [-0.526, 0.403, -0.082], [0.070, -0.451, 0.245], [0.178, 0.362, -0.176], [0.018, -0.205, 0.196], [-0.178, 0.433, -0.075], [0.022, -0.017, 0.018], [0.017, 0.017, 0.005], [0.005, 0.023, -0.034], [0.024, -0.023, 0.006], [-0.075, -0.107, -0.110], [-0.002, -0.002, 0.008], [0.001, 0.052, -0.003], [-0.043, -0.056, -0.028], [-0.107, 0.000, -0.105], [0.041, 0.034, 0.054], [-0.070, 0.409, -0.178], [0.262, -0.581, -1.957], [-0.113, -0.129, 0.356], [0.004, -0.053, -0.240], [-0.081, -0.032, -0.066], [-0.086, 0.155, 0.004], [0.003, -0.230, 0.251], [0.025, 0.010, -0.032], [-0.023, 0.205, 0.139], [-0.020, 0.023, -0.023], [0.046, -0.686, -0.259], [0.019, -0.029, -0.013], [-0.006, 0.010, -0.004], [0.013, -0.007, 0.014], [-0.009, 0.028, 0.013], [0.036, 0.055, -0.159], [0.021, -0.078, -0.078], [0.063, 0.057, 0.032], [0.039, 0.065, -0.002], [-0.204, -0.124, -0.076], [0.654, 0.121, 0.085], [-0.191, 0.096, 0.413], [0.178, -0.186, -0.088], [0.007, 0.034, 0.060], [-0.012, 0.180, 0.071], [0.028, -0.071, 0.081], [-0.029, 0.002, -0.025], [0.012, 0.024, 0.006], [-0.029, -0.032, 0.059], [0.129, 0.007, 0.043], [-0.025, -0.002, -0.003], [0.061, -0.008, -0.003], [-0.020, -0.004, 0.006]]}

Record 2
{"formula": "C4H9N2O2", "method": "ωB97M-V/def2-TZVPD", "smiles": "C=NC/[N+](O)=C(/C)O", "charge": 1, "relative_energy_ev": 3.542, "e_homo_ev": -14.236, "gap_ev": 11.03, "species": ["C", "N", "C", "N", "O", "C", "C", "O", "H", "H", "H", "H", "H", "H", "H", "H", "H"], "positions_angstrom": [[-1.679195, 0.072204, 2.291943], [-2.036632, 0.547946, 1.193822], [-1.622918, 0.370701, -0.099055], [-0.166374, -0.422023, -0.702291], [-0.242286, -1.286565, -1.749667], [0.950961, 0.160518, -0.399552], [2.241205, -0.142987, -1.053496], [0.858417, 1.062603, 0.554558], [-0.820537, -0.582448, 2.431775], [-2.253763, 0.328358, 3.166705], [-2.366090, -0.202856, -0.654054], [-1.462246, 1.343591, -0.559298], [-0.805384, -2.045249, -1.513258], [2.983671, 0.620306, -0.828917], [2.107490, -0.221466, -2.131637], [2.615831, -1.108649, -0.711272], [1.697852, 1.506016, 0.763695]], "forces_ev_per_a": [[0.328, -0.167, 0.182], [0.204, -0.494, -0.275], [0.076, 0.043, -1.278], [-1.318, 1.190, 2.248], [0.342, 0.079, -0.456], [0.074, -0.676, -0.521], [0.188, -0.137, -0.240], [-0.100, 0.170, 0.167], [0.110, -0.054, -0.127], [-0.126, 0.102, 0.234], [0.162, -0.018, -0.031], [0.099, -0.118, -0.069], [0.175, 0.312, 0.337], [-0.025, 0.002, -0.013], [-0.006, 0.037, 0.012], [-0.029, -0.021, 0.064], [-0.155, -0.252, -0.236]]}

Record 3
{"formula": "C35H96N8O9", "method": "ωB97M-V/def2-TZVPD", "smiles": "COC[C@H](C)N.COC[C@H](C)N.COC[C@H](C)N.COC[C@H](C)N.COC[C@H](C)N.COC[C@H](C)N.COC[C@H](C)N.COC[C@H](C)N.CC(C)O", "charge": 0, "relative_energy_ev": 0.733, "e_homo_ev": -8.611, "gap_ev": 9.21, "species": ["C", "O", "C", "C", "C", "N", "H", "H", "H", "H", "H", "H", "H", "H", "H", "H", "H", "C", "O", "C", "C", "C", "N", "H", "H", "H", "H", "H", "H", "H", "H", "H", "H", "H", "C", "O", "C", "C", "C", "N", "H", "H", "H", "H", "H", "H", "H", "H", "H", "H", "H", "C", "O", "C", "C", "C", "N", "H", "H", "H", "H", "H", "H", "H", "H", "H", "H", "H", "C", "O", "C", "C", "C", "N", "H", "H", "H", "H", "H", "H", "H", "H", "H", "H", "H", "C", "O", "C", "C", "C", "N", "H", "H", "H", "H", "H", "H", "H", "H", "H", "H", "H", "C", "O", "C", "C", "C", "N", "H", "H", "H", "H", "H", "H", "H", "H", "H", "H", "H", "C", "O", "C", "C", "C", "N", "H", "H", "H", "H", "H", "H", "H", "H", "H", "H", "H", "C", "C", "C", "O", "H", "H", "H", "H", "H", "H", "H", "H"], "positions_angstrom": [[5.339283, 1.326888, 0.035581], [4.765863, 0.537358, 1.097911], [5.428623, 0.621028, 2.363781], [4.722583, -0.351382, 3.340791], [3.209463, -0.045952, 3.666881], [5.408993, -0.252282, 4.573431], [5.097683, 2.373868, 0.218811], [5.127393, 0.964478, -0.970329], [6.418943, 1.320948, 0.185201], [6.476453, 0.323898, 2.320721], [5.484473, 1.662518, 2.680451], [4.785873, -1.396612, 3.038181], [2.792583, -0.862522, 4.256391], [2.658053, -0.088382, 2.727601], [3.053473, 0.949288, 4.083121], [6.410833, -0.328112, 4.470081], [5.332823, 0.670958, 4.975811], [0.895823, -6.398642, 1.231631], [0.849563, -5.050762, 1.656251], [-0.469897, -4.598702, 1.938411], [-0.669537, -3.074562, 1.771521], [0.282223, -2.239572, 2.666271], [-2.039817, -2.655532, 2.108981], [0.179393, -6.570102, 0.428241], [0.643313, -7.076782, 2.046781], [1.900083, -6.656512, 0.895381], [-1.251707, -5.035092, 1.316771], [-0.661327, -4.960882, 2.948491], [-0.526187, -2.804222, 0.725351], [0.088023, -1.169122, 2.598991], [1.310583, -2.369622, 2.329161], [0.119273, -2.475852, 3.717801], [-2.436587, -3.200292, 2.861241], [-2.731597, -2.756382, 1.380021], [2.818743, 0.950128, -3.259709], [1.517083, 1.224968, -3.691599], [1.115753, 0.452898, -4.758069], [-0.402847, 0.457418, -5.053479], [-1.136337, -0.474842, -4.043069], [-0.647257, -0.124832, -6.378389], [3.059353, 1.808258, -2.632149], [3.642953, 0.925428, -3.972569], [2.869693, -0.009812, -2.745889], [1.643693, 0.752748, -5.663319], [1.406283, -0.594392, -4.675239], [-0.787227, 1.469698, -4.928379], [-0.749767, -1.493442, -4.076449], [-2.139847, -0.538992, -4.463729], [-1.027047, -0.133122, -3.013809], [-0.206137, 0.466818, -7.067919], [-0.053047, -0.940562, -6.338439], [-6.870887, 5.023518, 2.086611], [-5.791927, 4.430308, 1.322701], [-5.730077, 2.994078, 1.328821], [-4.308757, 2.431818, 1.035051], [-3.914657, 2.717958, -0.436929], [-4.200847, 1.004718, 1.290641], [-6.847007, 6.111958, 2.033421], [-6.896427, 4.774308, 3.147431], [-7.788947, 4.760088, 1.561391], [-5.941427, 2.669418, 2.347661], [-6.421067, 2.560038, 0.606161], [-3.544137, 2.985528, 1.579891], [-4.735697, 2.541868, -1.131899], [-3.112687, 2.117858, -0.866859], [-3.604147, 3.760758, -0.502159], [-4.619087, 0.757168, 2.176021], [-3.226497, 0.837958, 1.497811], [2.317263, -3.199342, -1.140299], [3.178773, -3.182622, -2.258799], [2.626533, -3.816372, -3.427579], [3.696453, -3.761122, -4.529999], [3.862573, -2.340512, -5.102929], [3.265423, -4.599842, -5.641169], [1.246263, -3.021672, -1.237719], [2.746793, -2.574482, -0.357259], [2.446413, -4.186292, -0.696059], [2.254443, -4.815822, -3.202299], [1.761203, -3.222392, -3.721689], [4.642863, -4.115432, -4.121499], [3.052173, -2.023622, -5.759399], [4.784923, -2.225952, -5.672349], [3.790033, -1.662862, -4.252269], [3.414653, -5.550112, -5.333239], [3.970333, -4.669672, -6.361109], [0.670813, -0.064812, 6.345161], [-0.635437, -0.113112, 6.872431], [-1.614057, -0.525962, 5.894361], [-1.758757, 0.272128, 4.592021], [-2.161627, 1.696978, 4.790831], [-2.753417, -0.318452, 3.733091], [0.758653, 0.729368, 5.603761], [0.908783, -1.018152, 5.873351], [1.313763, 0.217078, 7.178981], [-1.453577, -1.584292, 5.688731], [-2.556787, -0.466022, 6.438191], [-0.806867, 0.290228, 4.061271], [-1.443557, 2.212208, 5.428791], [-3.172297, 1.680878, 5.198751], [-2.203997, 2.206388, 3.828131], [-3.684927, -0.496222, 4.080631], [-2.428447, -1.189392, 3.338171], [-1.485827, -4.321992, -2.663549], [-2.608157, -3.437722, -2.601459], [-2.883217, -2.993082, -1.244899], [-4.140837, -2.130612, -1.082949], [-3.993487, -0.703462, -1.730609], [-4.450497, -1.908182, 0.323641], [-1.585777, -5.207542, -2.035919], [-0.617827, -3.750522, -2.334759], [-1.330697, -4.721152, -3.665899], [-2.894197, -3.863532, -0.588929], [-2.119917, -2.336842, -0.826789], [-4.939357, -2.690512, -1.569739], [-4.887757, -0.082662, -1.676009], [-3.715407, -0.836882, -2.776069], [-3.212347, -0.108052, -1.257949], [-3.978967, -1.099032, 0.701831], [-5.419267, -1.622802, 0.311961], [3.746203, 5.122948, -1.199989], [2.459693, 5.389628, -1.725229], [1.452063, 5.398568, -0.768299], [0.138853, 5.552118, -1.551179], [-1.105577, 5.628558, -0.651639], [0.001313, 4.560868, -2.605509], [4.483193, 5.124548, -2.003079], [3.878573, 4.113068, -0.811759], [3.874953, 5.837598, -0.387089], [1.486973, 4.410358, -0.309699], [1.661383, 6.218368, -0.081119], [0.125483, 6.514848, -2.062139], [-1.055207, 6.533218, -0.045709], [-1.261357, 4.757528, -0.015139], [-2.027837, 5.743808, -1.221079], [0.879183, 4.306198, -3.035139], [-0.287767, 3.721828, -2.123279], [0.155713, 2.015058, 1.115221], [0.578113, 1.388488, -0.152409], [0.454133, -0.123722, -0.111119], [-0.157577, 1.916968, -1.245099], [-0.878807, 1.716748, 1.285201], [0.259103, 3.098688, 1.059181], [0.728873, 1.642218, 1.964101], [1.619683, 1.648288, -0.341509], [0.754223, -0.583532, -1.052719], [-0.533727, -0.509042, 0.141411], [1.194093, -0.514562, 0.587321], [0.239413, 1.613148, -2.064669]], "forces_ev_per_a": [[0.860, 0.032, 1.918], [0.172, -0.102, -0.802], [-1.131, -0.756, -1.198], [-1.278, 1.404, 0.138], [0.887, -0.564, -1.664], [1.255, 0.035, 2.046], [-0.518, 0.172, -0.486], [-0.475, -0.073, 0.357], [0.364, -0.255, -0.350], [0.278, -0.360, -0.429], [-0.545, 0.215, 0.520], [0.072, 0.154, -0.594], [0.196, 0.307, 0.416], [-0.089, 0.184, -0.165], [0.133, -0.124, 0.305], [0.271, -0.520, -0.182], [-0.528, 0.230, 0.127], [-0.200, 0.056, 0.201], [-0.088, 0.447, -0.823], [0.095, 0.185, 0.190], [0.187, 0.510, 1.134], [-0.157, -0.140, -0.714], [0.069, -0.596, -0.013], [-0.007, -0.054, -0.230], [-0.093, -0.114, 0.217], [-0.009, 0.298, -0.010], [0.189, -0.491, -0.456], [-0.463, 0.441, 0.447], [0.244, -0.114, -0.072], [-0.285, -0.028, -0.332], [0.155, -0.290, 0.450], [0.316, -0.370, 0.060], [0.204, -0.256, 0.395], [0.016, -0.013, -0.435], [0.559, 0.524, 0.908], [-0.238, 0.355, 0.357], [-0.671, -0.600, -1.730], [0.447, -0.886, 1.508], [0.381, 0.586, -0.999], [0.333, 0.545, 0.528], [0.132, -0.339, 0.536], [-0.447, 0.072, -0.958], [-0.074, -0.042, 0.408], [0.167, 0.501, -0.313], [0.100, -0.424, 0.587], [-0.123, 0.054, -0.377], [0.293, -0.090, -0.175], [-0.282, 0.078, 0.806], [-0.520, 0.141, -0.035], [-0.026, 0.200, -0.341], [-0.109, -0.667, -0.504], [0.125, -0.483, -1.286], [0.281, 0.167, 0.459], [0.855, 0.270, 0.839], [0.268, 1.103, -1.756], [-0.305, 0.196, -0.074], [-0.384, -0.019, 0.191], [0.662, -0.046, -0.242], [0.143, -0.498, -0.034], [-0.401, -0.256, 0.443], [-0.493, -0.266, 0.137], [-0.272, -0.026, 0.034], [-0.278, 0.233, 0.714], [-0.330, 0.144, 0.102], [0.326, -0.115, 0.612], [-0.145, 0.047, -0.218], [-0.275, 0.115, 0.268], [0.309, -0.257, -0.075], [1.158, -1.236, 1.122], [-0.542, 0.298, -0.860], [0.459, 1.151, 0.443], [-0.408, 0.649, -0.813], [-0.235, 0.042, 0.942], [0.103, -1.452, 0.011], [0.046, 0.350, -0.680], [-0.119, 0.551, -0.319], [-0.546, -0.426, 0.140], [0.289, -0.354, 0.007], [-0.273, 0.004, -0.347], [0.137, 0.187, 0.309], [-0.237, -0.530, -0.102], [0.118, 0.054, 0.272], [0.613, 0.282, -0.078], [-0.828, -0.671, 0.506], [0.268, 1.122, -0.528], [-0.470, 0.423, 0.192], [-0.697, 0.195, -0.755], [0.178, 0.236, 1.004], [-0.063, -0.065, 0.322], [0.114, 0.449, 0.289], [0.218, -0.669, -0.919], [0.096, 0.070, -0.253], [0.436, -0.136, 0.099], [0.212, -0.431, -0.121], [0.155, -0.225, -0.361], [-0.173, 0.045, -0.018], [0.051, -0.347, -0.214], [-0.290, 0.182, 0.239], [0.009, 0.420, 0.332], [0.026, 0.000, -0.025], [0.074, 0.362, 0.743], [0.078, -0.083, -0.397], [-0.239, 0.624, 0.342], [-0.343, 0.114, 0.850], [0.346, 0.166, -0.306], [0.266, 1.362, -0.958], [0.334, -1.243, -0.784], [-0.494, -1.295, 0.279], [-0.263, 0.011, 0.429], [0.393, -0.203, -0.077], [-0.239, 0.532, -0.177], [-0.418, -0.227, 0.087], [0.950, 0.010, -0.371], [-0.332, 0.175, 0.128], [-0.217, -0.371, 0.100], [-0.045, 0.228, -0.134], [0.196, -0.282, 0.199], [0.201, 0.250, -0.319], [-0.192, -0.031, 0.413], [-0.617, -0.050, -0.080], [1.365, -0.251, -1.326], [-0.522, -0.262, -0.620], [-0.336, 0.764, -0.094], [0.079, -0.038, -0.101], [-0.674, -0.525, 0.459], [-0.071, 0.849, 0.001], [-0.589, -0.333, 0.438], [0.873, 0.072, -0.009], [-0.334, -0.053, 0.731], [-0.331, 0.010, 0.508], [0.547, 0.304, 0.061], [0.167, -0.109, 0.285], [0.226, -0.082, 0.117], [0.164, -0.114, -0.373], [0.304, 0.416, 0.008], [-0.238, -0.377, -0.162], [-0.636, 0.306, 0.588], [0.700, -0.820, -1.161], [0.787, -0.386, -0.100], [-0.845, 0.276, 0.474], [-0.278, 0.336, 0.186], [-0.200, -0.014, 0.147], [0.178, -0.018, -0.067], [0.437, -0.141, 0.121], [-0.134, 0.175, -0.341], [-0.152, 0.284, 0.134], [-0.128, -0.063, 0.336], [0.295, -0.192, -0.333]]}

charge of number 1 (C24H21N6O4OsS)?
+1

Look up the charge of the first one.
+1

Which value of charge does entry 3 give?
0